[1]
Formula: C28H33ClN2O2Rh
Source: the OMol25 dataset
Level of theory: ωB97M-V/def2-TZVPD

The geometry in XYZ format:
```
67
Properties=species:S:1:pos:R:3:mulliken_spin:R:1
Rh 0.067 0.361 -0.373 1.79
Cl 1.460 2.267 -0.033 0.13
N 1.849 -0.902 -0.162 0.02
N -1.983 0.928 -0.716 -0.03
C 2.871 -0.676 -0.951 0.00
C -2.468 1.375 -1.847 0.02
C 2.258 -1.928 0.828 -0.09
C 3.782 -1.811 0.756 0.02
C 1.893 -3.334 0.361 0.00
C 1.768 -1.702 2.239 0.05
H 2.202 -3.486 -0.683 0.00
H 0.817 -3.503 0.457 0.01
H 2.426 -4.061 0.984 0.00
H 2.045 -0.700 2.575 0.00
H 2.267 -2.437 2.886 -0.01
H 0.688 -1.824 2.337 0.01
C -3.074 0.811 0.275 0.01
C -4.307 1.022 -0.591 0.01
C -2.990 1.881 1.349 0.00
C -3.052 -0.548 0.955 0.00
H -3.234 -1.329 0.213 0.00
H -3.837 -0.586 1.713 0.00
H -2.079 -0.693 1.435 0.02
H -2.913 2.879 0.902 0.01
H -2.119 1.705 1.976 0.02
H -3.888 1.821 1.972 -0.01
O -3.797 1.474 -1.884 0.00
H -4.991 1.792 -0.218 0.01
H -4.871 0.095 -0.756 0.00
O 4.024 -1.212 -0.548 0.00
H 4.319 -2.768 0.800 0.00
H 4.182 -1.136 1.530 0.00
C 2.871 0.077 -2.238 0.09
C -1.705 1.769 -3.063 0.05
C -0.712 0.696 -3.322 0.23
H -1.206 2.714 -2.811 0.01
H -2.397 1.928 -3.890 0.00
C 0.551 0.820 -2.704 0.08
C 1.562 -0.141 -2.920 -0.02
H 0.835 1.789 -2.266 -0.01
C 1.302 -1.229 -3.746 -0.19
C 0.024 -1.361 -4.314 0.26
C 2.360 -2.262 -4.022 0.01
C -0.985 -0.410 -4.113 -0.11
H -0.183 -2.218 -4.951 0.02
C -2.347 -0.589 -4.726 0.00
H -2.324 -1.441 -5.411 0.00
H -2.656 0.300 -5.291 0.00
H -3.117 -0.779 -3.965 0.00
H 3.304 -1.804 -4.348 0.00
H 2.010 -2.933 -4.816 0.00
H 2.577 -2.877 -3.135 0.00
H 3.716 -0.267 -2.837 0.00
H 2.995 1.133 -1.970 0.01
C -0.212 0.421 1.454 0.16
C -0.161 0.758 2.660 0.38
C 0.139 1.322 3.919 0.17
C 1.283 2.142 4.105 0.27
C 1.517 2.723 5.347 -0.14
C 0.613 2.513 6.402 0.49
C -0.514 1.703 6.223 -0.14
C -0.749 1.094 4.993 0.25
H 1.946 2.306 3.250 0.06
H 2.398 3.347 5.495 -0.01
H 0.785 2.994 7.367 0.05
H -1.223 1.539 7.040 0.00
H -1.615 0.450 4.822 0.05
```

## Properties
HOMO energy (spin up / spin down) ... -0.418 / -4.514 eV
Total charge ... -1
Frontier orbital gap (spin up / spin down) ... 3.0263 / 6.3909 eV
⟨S²⟩ ... 6.046
Spin multiplicity ... 5
LUMO energy (spin up / spin down) ... 2.6 / 1.9 eV

---

[2]
Formula: C28H33F10N5OPt
Source: the OMol25 dataset
Level of theory: ωB97M-V/def2-TZVPD

The geometry in XYZ format:
```
78
Properties=species:S:1:pos:R:3:lowdin_charge:R:1
Pt 1.632 -0.516 -0.841 0.80
C -1.146 1.333 0.931 -0.11
N -0.505 1.799 -0.280 -0.23
C 0.736 2.505 -0.014 -0.24
C 1.692 2.479 -1.206 -0.25
N 2.538 1.286 -1.171 -0.19
C 3.710 1.339 -1.833 -0.23
C 4.840 0.601 -1.386 -0.17
F 4.763 -0.119 -0.255 0.05
C 6.061 0.622 -2.018 -0.16
F 7.089 -0.092 -1.514 0.08
C 6.282 1.416 -3.133 -0.17
F 7.491 1.444 -3.740 0.07
C 5.230 2.177 -3.593 -0.17
F 5.397 2.933 -4.696 0.08
C 3.995 2.134 -2.973 -0.15
F 3.009 2.835 -3.578 0.07
C -1.419 2.578 -1.113 -0.22
C -2.258 1.737 -2.077 -0.25
N -3.322 1.084 -1.343 0.03
C -4.306 0.504 -1.983 -0.24
C -4.525 0.321 -3.391 -0.15
F -3.570 0.707 -4.286 0.03
C -5.641 -0.286 -3.930 -0.19
F -5.744 -0.402 -5.276 0.06
C -6.656 -0.789 -3.141 -0.19
F -7.770 -1.359 -3.681 0.04
C -6.494 -0.671 -1.764 -0.18
F -7.465 -1.154 -0.952 0.06
C -5.389 -0.072 -1.224 -0.17
F -5.314 -0.016 0.127 0.05
H -1.416 2.169 1.607 0.08
H -2.054 0.797 0.661 0.07
H -0.468 0.658 1.458 0.05
H 0.535 3.551 0.290 0.11
H 1.242 2.012 0.819 0.10
H 1.099 2.549 -2.124 0.10
H 2.334 3.370 -1.172 0.11
H -2.127 3.134 -0.473 0.11
H -0.837 3.316 -1.670 0.10
H -2.644 2.411 -2.859 0.10
H -1.583 1.022 -2.566 0.11
C 2.770 -3.243 -2.242 -0.10
N 2.809 -3.349 -0.797 -0.13
C 4.159 -3.224 -0.283 -0.20
C 4.173 -3.502 1.208 -0.16
C 3.171 -2.600 1.906 -0.19
N 1.864 -2.721 1.287 -0.08
C 0.809 -2.014 2.003 -0.18
C 1.838 -2.559 -0.122 -0.62
O 0.711 -2.350 -0.698 -0.20
H 3.287 -4.108 -2.667 0.08
H 3.249 -2.315 -2.589 0.07
H 1.737 -3.230 -2.578 0.08
H 4.553 -2.217 -0.487 0.10
H 4.790 -3.942 -0.814 0.11
H 5.173 -3.332 1.614 0.11
H 3.903 -4.548 1.382 0.11
H 3.520 -1.557 1.879 0.12
H 3.074 -2.892 2.956 0.11
H -1.238 -2.019 2.527 0.12
H 0.686 -1.015 1.559 0.07
H 1.164 -1.870 3.027 0.11
C -2.154 -4.417 2.805 -0.07
C -0.664 -4.079 2.700 -0.61
C -0.067 -4.043 4.108 -0.07
C 0.023 -5.179 1.886 -0.06
C -0.550 -2.706 2.015 -0.14
H -2.299 -5.411 3.239 0.07
H -2.621 -4.403 1.818 0.09
H -2.678 -3.690 3.431 0.08
H -0.275 -4.978 4.638 0.08
H -0.490 -3.221 4.693 0.08
H 1.017 -3.913 4.078 0.07
H -0.158 -6.157 2.345 0.07
H 1.096 -5.010 1.815 0.07
H -0.368 -5.200 0.866 0.09
H -0.906 -2.787 0.987 0.12
```

## Properties
Relative energy (zero: lowest compared OMol25 entry of this formula, charge and spin) ... 8.3 kcal per mole
HOMO energy ... -1.124 eV
Total charge ... -2
Frontier orbital gap ... 5.3671 eV
Spin multiplicity ... 1
LUMO energy ... 4.2 eV

---

Question: Look up the spin multiplicity of the first one.
Answer: 5

---

Question: What is the formula in the first record?
Answer: C28H33ClN2O2Rh